Record 1
Here is a molecular structure, C39H50AgBN10P2Si2 from the OMol25 dataset. Energies are from ωB97M-V/def2-TZVPD.

XYZ file:
```
105
Properties=species:S:1:pos:R:3
Ag 0.46032 0.93378 0.12855
C 1.99851 2.34550 3.73930
Si 1.73619 0.51142 4.06081
C 3.42591 -0.15757 4.61328
C 0.62585 0.35312 5.58834
N 1.10712 -0.21490 2.71169
P 0.65349 -1.44621 1.84488
C -0.50092 -1.16656 0.69319
P -0.95107 -1.43671 -0.86560
N -1.33858 -0.17540 -1.72686
Si -1.94018 0.47930 -3.12559
C -3.04652 1.94523 -2.70289
C -3.00068 -0.66716 -4.20188
C -0.56422 1.08741 -4.27207
C 0.32358 -2.41286 -1.77406
C 0.42927 -3.80032 -1.70177
C 1.46066 -4.47105 -2.34233
C 2.42919 -3.75763 -3.03573
C 2.35195 -2.37113 -3.08977
C 1.30048 -1.70658 -2.47532
C -2.42982 -2.55920 -0.96154
C -3.35563 -2.48190 0.07979
C -4.54147 -3.19788 0.04044
C -4.82211 -4.02227 -1.04470
C -3.90617 -4.11573 -2.08418
C -2.72458 -3.38785 -2.04096
C 0.13055 -2.84339 2.94606
C 0.85869 -3.16499 4.08869
C 0.48189 -4.22329 4.90036
C -0.63932 -4.98224 4.57647
C -1.37265 -4.67176 3.43914
C -0.98531 -3.60826 2.63217
C 2.21474 -2.19051 1.18049
C 3.27969 -1.32882 0.91683
C 4.47281 -1.80670 0.39890
C 4.62478 -3.16473 0.13838
C 3.57340 -4.03097 0.39849
C 2.37795 -3.54496 0.91159
H 2.94072 2.51627 3.20910
H 2.02514 2.92964 4.66598
H 1.19874 2.71765 3.09246
H 3.89035 0.50137 5.35496
H 4.09716 -0.22357 3.75153
H 3.35486 -1.15714 5.05180
H 1.08694 0.82682 6.46193
H 0.42688 -0.69548 5.82846
H -0.33539 0.83937 5.40117
H -3.99072 1.58135 -2.28637
H -3.27113 2.58148 -3.56478
H -2.58673 2.54262 -1.91198
H -3.83658 -1.07820 -3.62813
H -2.40580 -1.51157 -4.56179
H -3.40304 -0.13857 -5.07264
H 0.19821 1.64287 -3.71584
H -0.94637 1.73573 -5.06803
H -0.07053 0.22889 -4.73782
H -0.30846 -4.35841 -1.13352
H 1.52534 -5.55236 -2.28033
H 3.25035 -4.27902 -3.51512
H 3.11670 -1.80693 -3.61245
H 1.22594 -0.62586 -2.51830
H -3.10439 -1.85201 0.93005
H -5.24848 -3.12186 0.85922
H -5.74517 -4.59029 -1.07834
H -4.11982 -4.75270 -2.93568
H -2.02452 -3.45374 -2.86630
H 1.73287 -2.57167 4.33139
H 1.05979 -4.46110 5.78683
H -0.93733 -5.80951 5.21133
H -2.24709 -5.25835 3.17969
H -1.54433 -3.34924 1.73562
H 3.15352 -0.27723 1.15248
H 5.29258 -1.12317 0.20300
H 5.55448 -3.54478 -0.27039
H 3.68075 -5.08964 0.18783
H 1.55968 -4.22829 1.11291
B 0.40004 4.31729 -0.20276
N 2.12153 3.21646 -1.63544
C 3.34080 3.76485 -1.52437
C 4.23870 2.72637 -1.35245
C 3.43936 1.57249 -1.36384
N 2.15721 1.88368 -1.52830
N -1.33708 4.56397 -0.12786
C -2.63258 4.97287 -0.09503
C -3.36472 4.02903 0.60020
C -2.45481 3.03305 1.01896
N -1.26226 3.42585 0.56964
H 0.14188 3.17398 -2.11462
H 0.99454 5.25518 0.27673
H 3.46724 4.83148 -1.58630
H 5.30656 2.79332 -1.22952
H 3.72628 0.53729 -1.26426
H -2.95016 5.87554 -0.59001
H -4.42871 4.02943 0.76774
H -2.58366 2.11241 1.56102
N 0.23309 6.72919 -3.99399
C 0.05102 5.55768 -3.23015
N -1.25033 5.08511 -3.29949
N 1.03473 5.05490 -2.61367
C 0.83799 3.93176 -1.72252
N 0.04827 3.09687 0.64520
H -0.16212 6.63472 -4.92062
H 1.22314 6.92549 -4.04881
H -1.94878 5.80471 -3.38949
H -1.49975 4.39262 -2.60795
```

Values from the calculation:
HOMO energy: -1.266 eV
F_max: 0.41 eV/A
charge: -2
LUMO level: 4.493 eV
Kohn-Sham gap: 5.759 eV



Record 2
Here is a molecular structure, C18H43F6NO6S2Si2Yb in a non-equilibrium geometry from the OMol25 dataset. Energies are from ωB97M-V/def2-TZVPD.

XYZ file:
```
79
Properties=species:S:1:pos:R:3
O -0.52682 -1.03384 -1.95188
O 0.62621 0.70053 -3.16787
C 0.21404 -2.23834 -2.34803
C -0.47521 -3.46921 -1.82872
H 1.19691 -2.10382 -1.88727
H 0.28141 -2.26570 -3.44662
H -0.55063 -3.44445 -0.73638
H 0.11099 -4.34199 -2.12612
H -1.47419 -3.56580 -2.26353
C -1.80522 -0.84089 -2.64389
C -1.77164 -1.04886 -4.13907
H -2.09024 0.18507 -2.39951
H -2.51515 -1.50754 -2.14621
H -1.00375 -0.45870 -4.66058
H -2.73643 -0.72612 -4.54098
H -1.65651 -2.10752 -4.38796
C 0.10788 2.08421 -3.00617
C 1.93784 0.40321 -3.77157
C -0.77680 2.43698 -4.16876
H 0.98594 2.72757 -2.92502
H -0.44616 2.05675 -2.06224
H -0.23987 2.37586 -5.11942
H -1.13266 3.46248 -4.05340
H -1.65799 1.78966 -4.21853
C 1.88458 0.65972 -5.25404
H 2.11685 -0.65404 -3.55530
H 2.68132 1.01396 -3.25036
H 1.04259 0.14798 -5.73372
H 2.79243 0.27390 -5.71998
H 1.82421 1.72698 -5.47825
H 0.19842 -0.04400 -2.44539
Yb 0.00804 0.15475 2.10460
C 1.76968 0.04517 0.23474
Si 3.48043 0.49307 0.65271
H 1.36901 -0.97135 0.47312
H 0.97219 0.73365 -0.08494
C 4.43573 -0.71147 -0.42734
C 4.17978 0.31386 2.38200
C 3.71472 2.28689 0.15086
C -1.99932 -1.14524 1.30714
Si -3.44715 0.00255 1.15990
H -1.85076 -1.44390 2.40289
H -1.99333 -2.07413 0.70843
C -4.67655 -0.77013 -0.03369
C -2.98369 1.73632 0.56726
C -4.25178 0.11749 2.85244
H 3.12857 2.52980 -0.74895
H 4.78010 2.44564 -0.07094
H 3.41709 2.97434 0.95936
H 4.06778 -1.73414 -0.24942
H 5.49867 -0.64698 -0.15835
H 4.27408 -0.45912 -1.48610
H 3.83852 -0.58967 2.91453
H 3.95374 1.18252 3.02334
H 5.27913 0.24721 2.26606
H -3.37278 1.89587 -0.45130
H -1.90018 1.94938 0.53962
H -3.45441 2.49006 1.21874
H -5.18225 0.70175 2.78068
H -3.57369 0.57586 3.59214
H -4.49752 -0.89699 3.20411
H -5.67443 -0.34840 0.16414
H -4.70076 -1.85766 0.14360
H -4.39004 -0.59033 -1.08198
F 1.52086 -3.83736 4.76544
C 1.64463 -2.64491 5.40144
F 1.32668 -2.79179 6.70284
F 2.91689 -2.20555 5.27979
S 0.42871 -1.45768 4.51700
O 0.97942 -1.61855 3.13833
O -0.87426 -1.97566 4.83085
N 0.56209 0.15005 4.73063
S -0.79484 0.99587 4.96444
O -1.34824 1.13465 3.58497
O -1.71150 0.61055 6.03082
C -0.52235 2.86778 5.11398
F -0.59327 3.24715 6.40236
F 0.64746 3.25566 4.55086
F -1.54330 3.43912 4.41361
```

Values from the calculation:
HOMO energy (alpha / beta): -10.237 / -10.220 eV
F_max: 3.05 eV/A
charge: +1
LUMO level (alpha / beta): -2.832 / -3.549 eV
multiplicity: 2
Kohn-Sham gap (alpha / beta): 7.405 / 6.671 eV



Record 3
Here is a single C3H6O2 molecule from the OMol25 dataset. Energies are from ωB97M-V/def2-TZVPD.

XYZ file:
```
11
Properties=species:S:1:pos:R:3
O 1.46817 1.20625 -0.51826
C 1.59861 0.00851 0.19722
C 0.42962 -0.92774 0.21640
C -1.75154 -0.22929 0.01083
O -0.46851 -0.36575 -0.59162
H 0.70003 1.08319 -1.09609
H 2.54173 -0.50765 -0.01406
H 1.60701 0.22410 1.28621
H -1.72600 -0.73174 0.97956
H -1.85417 0.84758 0.16050
H -2.54497 -0.60745 -0.63069
```

Values from the calculation:
HOMO energy: -8.812 eV
ΔE to the lowest compared entry with this formula, charge and spin: 412.46 kJ/mol
F_max: 0.55 eV/A
charge: 0
LUMO level: 0.575 eV
Kohn-Sham gap: 9.388 eV



Record 4
Here is a molecular structure, C13H10MnN2O2Se2Te2 from the OMol25 dataset. Energies are from ωB97M-V/def2-TZVPD.

XYZ file:
```
32
Properties=species:S:1:pos:R:3
Mn -2.02334 -0.33040 -0.25376
O 5.59094 -2.51433 -0.82324
C 5.21192 -1.24737 -1.09764
O 6.02757 -0.45084 -1.46633
C 3.76459 -0.90285 -0.91724
C 3.41875 0.43937 -1.04050
C 2.10774 0.84618 -0.88695
C 1.11750 -0.09251 -0.59892
C 1.44944 -1.43922 -0.49268
C 2.76531 -1.83417 -0.65124
N -0.20870 0.31893 -0.43217
C -0.54198 1.40847 0.20867
C -1.92263 1.79974 0.15534
C -2.51759 2.52168 1.29541
C -3.01828 1.82539 2.32392
C -2.99608 0.36992 2.48560
C -2.59029 -0.56196 1.60298
N -2.65415 1.31563 -0.86228
H 4.85085 -3.02923 -0.48466
H 4.19854 1.15237 -1.26943
H 1.83780 1.88593 -1.02180
H 0.67738 -2.16033 -0.26354
H 2.97874 -2.89419 -0.57036
H 0.16795 1.90155 0.87463
H -2.52786 3.60544 1.28524
H -3.46071 2.38601 3.14024
H -3.36065 0.03182 3.45272
H -2.64379 -1.59340 1.95169
Se -4.45045 1.80000 -1.03794
Te -4.84173 -0.02743 -2.69967
Te -4.41517 -1.96673 -0.85448
Se -1.99164 -2.56347 -1.05161
```

Values from the calculation:
HOMO energy (alpha / beta): -8.037 / -7.583 eV
ΔE to the lowest compared entry with this formula, charge and spin: 5.49 kJ/mol
F_max: 0.75 eV/A
charge: 0
LUMO level (alpha / beta): -1.129 / -0.899 eV
multiplicity: 2
Kohn-Sham gap (alpha / beta): 6.908 / 6.684 eV



Record 5
Here is a gas-phase ion, C6H9N4S (charge +1) in a non-equilibrium geometry from the OMol25 dataset. Energies are from ωB97M-V/def2-TZVPD.

XYZ file:
```
20
Properties=species:S:1:pos:R:3
C -3.87803 1.01719 -0.02174
C -4.13653 -0.35235 0.07408
C -1.80204 0.31581 -0.05726
C 1.76337 -0.38173 -0.05231
C 2.35904 0.87922 -0.63957
C 2.56956 0.63046 0.80971
N -2.61040 1.34404 -0.09598
N -0.51026 0.44656 -0.09184
N 0.34059 -0.48624 0.00516
N 2.29248 -1.67711 -0.28092
S -2.73244 -1.26598 0.07310
H -4.63192 1.78505 -0.02844
H -5.09786 -0.82382 0.14892
H 3.18732 0.76427 -1.32298
H 1.65140 1.64363 -0.92224
H 3.52793 0.26689 1.15020
H 2.02200 1.21461 1.53340
H 0.04638 -1.47357 0.06308
H 2.55541 -2.17059 0.56664
H 3.08400 -1.67634 -0.91102
```

Values from the calculation:
HOMO energy (alpha / beta): -11.699 / -13.582 eV
ΔE to the lowest compared entry with this formula, charge and spin: 88.19 kJ/mol
F_max: 3.35 eV/A
charge: +1
LUMO level (alpha / beta): -3.054 / -7.693 eV
multiplicity: 3
Kohn-Sham gap (alpha / beta): 8.645 / 5.888 eV



Record 6
Here is a single C4H5N3O molecule in a non-equilibrium geometry from the OMol25 dataset. Energies are from ωB97M-V/def2-TZVPD.

XYZ file:
```
13
Properties=species:S:1:pos:R:3
H 2.23202 2.12431 -0.16901
N 1.17673 1.82858 0.24885
C 0.99815 0.62634 -0.06868
N 1.99545 -0.34149 -0.25217
C 1.33614 -1.43558 0.01213
N -0.04642 -1.21697 0.19764
C -0.38000 0.01613 0.19116
O -1.50851 0.53821 -0.29029
C -2.70330 -0.04246 -0.00331
H 1.46867 -2.46164 0.02017
H -2.80430 -0.61063 0.93147
H -2.69880 -0.92056 -0.54988
H -3.51572 0.68542 -0.05846
```

Values from the calculation:
HOMO energy: -9.904 eV
ΔE to the lowest compared entry with this formula, charge and spin: 434.84 kJ/mol
structure (SMILES): [H]/N=C1\N=CN=C1OC
F_max: 5.08 eV/A
charge: 0
LUMO level: -0.838 eV
Kohn-Sham gap: 9.066 eV